Entry 1:
8
Properties=species:S:1:pos:R:3:forces:R:3 method="wB97M-V/def2-TZVPD" e_tot_ev=-9178.4834 fmax_ev_per_a=7.94 lumo_energy_ev=0.08 e_above_lowest_kj_mol=318.7 homo_ev=-10.91 total_charge=0
C -0.61165 -0.09098 -0.14593 -2.2 0.2 1.0
C 1.33398 -0.60347 0.08522 0.8 -1.1 0.0
H -2.00015 0.97016 0.10876 -1.7 -4.0 0.7
H 2.21930 -1.11136 0.46598 -0.3 -0.7 -0.7
N 0.08982 -1.16078 -0.20732 1.2 0.5 1.1
N 1.52375 0.65240 0.12865 -2.7 1.5 -0.7
O -2.02454 -0.14093 0.19891 4.6 6.0 -2.3
O 0.04354 1.12425 -0.15639 0.2 -2.5 0.8



Entry 2:
13
Properties=species:S:1:pos:R:3:forces:R:3 method="wB97M-V/def2-TZVPD" e_tot_ev=-10277.6428 fmax_ev_per_a=0.49 lumo_energy_ev="-0.84 / -0.84" e_above_lowest_kj_mol=690.3 homo_ev="-9.07 / -9.07" total_charge=0
C -1.64491 -0.31813 -0.76902 -0.1 0.0 -0.2
O -1.14538 -0.04372 0.54359 0.2 0.1 0.1
C 0.17640 0.15499 0.66856 -0.3 0.2 -0.2
N 0.78826 0.97012 -0.30949 -0.1 0.0 0.1
N 0.67979 -0.04536 1.98944 0.1 0.1 0.0
C 1.55165 -0.64203 1.01247 0.4 -0.2 0.0
O 2.34490 0.22639 0.44958 -0.2 -0.1 0.1
H -2.46940 -1.02371 -0.64637 0.1 0.1 0.0
H -0.85960 -0.74785 -1.39661 -0.1 0.1 0.1
H -2.01925 0.59941 -1.23152 0.1 -0.1 0.1
H 0.34278 1.91166 -0.28853 0.1 -0.1 0.0
H 1.12206 0.79530 2.36303 0.0 -0.1 0.0
H 1.65657 -1.71596 0.89697 0.0 0.2 0.0



Entry 3:
8
Properties=species:S:1:pos:R:3:forces:R:3 method="wB97M-V/def2-TZVPD" e_tot_ev=-24818.1864 fmax_ev_per_a=3.86 lumo_energy_ev=0.21 smiles=COSS e_above_lowest_kj_mol=105.1 homo_ev=-9.33 total_charge=0
C 0.12481 -0.11705 -1.16860 0.7 -1.8 -2.4
O 1.17042 0.05293 -0.28934 0.4 2.3 3.0
S 0.65628 1.08200 1.18279 0.4 -1.6 -2.3
S -1.02396 0.10497 1.73281 -0.5 0.8 -0.4
H -0.64143 -0.69148 -0.64468 -0.3 -0.2 -0.7
H 0.67701 -0.76059 -2.00573 -1.6 1.1 1.5
H -0.31451 0.76661 -1.67364 0.4 -0.1 0.5
H -0.64861 -0.43738 2.86640 0.6 -0.6 0.6



Entry 4:
6
Properties=species:S:1:pos:R:3:forces:R:3 method="wB97M-V/def2-TZVPD" e_tot_ev=-17124.9891 fmax_ev_per_a=2.57 lumo_energy_ev="0.09 / -0.40" e_above_lowest_kj_mol=443.6 homo_ev="-8.25 / -8.81" total_charge=0
C 0.32002 -0.44274 0.72445 -1.6 -1.4 -0.6
N -0.56519 1.37854 -0.97335 -1.6 -1.7 -1.1
O -1.29327 0.64276 -1.50883 1.4 1.7 0.9
Cl 1.58559 -0.97041 -0.25833 0.1 -0.5 -0.5
H -0.70425 -0.95413 0.69857 2.0 1.0 0.1
H 0.65710 0.34597 1.31748 -0.3 1.0 1.2



Entry 5:
117
Properties=species:S:1:pos:R:3:forces:R:3 method="wB97M-V/def2-TZVPD" e_tot_ev=-1882407.4349 fmax_ev_per_a=2.93 lumo_energy_ev=-2.28 homo_ev=-11.01 total_charge=+1
O 0.74829 -2.68473 -3.60604 -0.6 -0.4 0.6
N 0.10159 -1.47801 -3.41808 0.6 1.9 2.2
S 1.09317 -0.11952 -3.08412 0.2 0.5 -0.4
C -1.22436 -1.39829 -3.51051 0.9 -0.9 -0.1
N -1.98150 -0.30065 -3.34954 -0.8 -0.4 -0.3
C -3.20840 -0.78259 -3.57922 0.4 0.4 0.2
Cl -4.68988 0.04151 -3.58619 0.4 0.0 0.1
N -3.20392 -2.07508 -3.82994 -1.2 -0.6 -0.2
N -1.92716 -2.50051 -3.79301 0.2 0.9 -0.4
H 1.51809 -2.45218 -4.15539 0.0 -0.2 0.1
H 0.74056 0.36766 -1.86230 -0.3 -0.7 -0.1
H -4.00950 -2.65796 -4.03500 0.3 -0.3 0.1
H -1.60876 -3.45015 -3.95642 -0.3 0.0 -0.3
Br -6.02477 -4.51417 -2.14701 0.2 0.0 -0.1
C -4.80729 -5.91836 -1.55299 -0.2 0.1 0.1
C -3.66188 -5.38034 -0.73925 0.0 -0.2 0.0
Br -2.33397 -4.52109 -1.87342 -0.1 -0.3 0.9
H -4.48613 -6.44340 -2.44795 0.1 0.0 0.0
H -5.41736 -6.58232 -0.94378 0.0 0.0 0.0
H -3.13620 -6.19250 -0.24137 0.0 0.0 0.0
H -3.96343 -4.64270 -0.00069 0.0 0.0 -0.1
Br 1.38873 2.65676 2.94644 -0.1 0.2 -0.1
C 1.59114 1.30506 1.56474 0.1 0.5 0.2
C 2.59396 1.72889 0.52682 -0.1 -0.1 -0.2
Br 1.85569 3.06105 -0.69066 0.2 -0.1 0.0
H 0.60035 1.12145 1.15503 0.0 0.1 -0.1
H 1.93834 0.41231 2.08269 0.0 0.8 -0.3
H 2.86690 0.88429 -0.10470 0.0 0.0 0.1
H 3.49285 2.16203 0.95485 -0.1 0.0 0.1
Br -6.32348 -4.10936 1.79087 0.1 -0.1 -0.1
C -5.05128 -4.44553 3.22194 -0.3 0.0 0.0
C -4.59482 -3.15375 3.84579 0.3 0.0 0.1
Br -3.32059 -2.22337 2.69904 -0.1 0.0 0.0
H -4.23945 -5.02538 2.79079 0.0 0.1 0.0
H -5.58244 -5.05657 3.95046 0.0 0.1 0.0
H -4.06363 -3.34222 4.77783 0.0 0.0 0.0
H -5.40951 -2.46065 4.03111 0.0 -0.1 0.0
Br 5.26883 4.05092 2.25543 0.0 0.0 0.0
C 4.68446 5.73718 3.03562 0.2 0.0 -0.1
C 4.99124 5.79682 4.50843 -0.2 0.1 0.1
Br 3.73293 4.72686 5.54233 0.1 0.0 0.0
H 3.62544 5.83727 2.81613 0.0 0.0 0.1
H 5.23763 6.50522 2.49867 0.0 0.0 0.1
H 4.87567 6.81228 4.88311 0.0 0.0 0.0
H 5.98637 5.43663 4.75102 0.0 0.0 -0.1
Br 1.13378 5.34431 -3.76324 -0.1 0.0 0.2
C 1.66889 6.97677 -2.83144 -0.1 0.0 -0.2
C 3.14179 7.25138 -2.98932 0.1 0.0 0.4
Br 4.21085 6.09248 -1.84667 0.0 0.0 -0.1
H 1.36766 6.85974 -1.79464 0.1 0.0 0.0
H 1.08050 7.76927 -3.29014 0.1 0.0 0.0
H 3.37872 8.26397 -2.66847 -0.1 0.0 0.0
H 3.49340 7.10572 -4.00286 0.0 0.0 0.0
Br 1.69695 -1.40186 -9.54386 -0.1 -0.1 0.1
C 0.01483 -0.80433 -8.77589 0.3 0.0 -0.2
C 0.22169 -0.15496 -7.43378 -0.1 0.0 0.0
Br 0.54907 -1.47922 -6.03620 0.0 0.3 -2.1
H -0.63810 -1.67103 -8.73197 0.0 0.1 0.1
H -0.38744 -0.08600 -9.48740 0.0 0.0 0.1
H -0.67804 0.37075 -7.11915 0.0 0.0 0.0
H 1.06286 0.53140 -7.41746 0.0 -0.1 0.0
Br -2.01869 -6.92821 2.39004 0.0 -0.1 0.0
C -2.10044 -6.48507 4.29110 -0.1 0.2 -0.2
C -0.91024 -5.67539 4.72083 0.2 0.1 0.2
Br 0.67256 -6.78733 4.90792 0.0 0.1 -0.1
H -2.19581 -7.42266 4.82761 0.0 0.0 0.0
H -3.01557 -5.91030 4.40965 0.0 0.0 0.1
H -1.07090 -5.23880 5.71280 -0.1 -0.2 -0.6
H -0.66036 -4.88441 4.01782 0.0 -0.1 0.0
Br -4.09034 -6.97127 7.21409 0.0 0.0 0.0
C -2.76058 -7.29885 8.60006 -0.2 0.0 0.0
C -2.28308 -6.01342 9.21713 0.3 0.1 0.1
Br -1.02431 -5.07116 8.06354 -0.1 0.1 0.5
H -1.96124 -7.87605 8.14454 0.0 0.1 0.0
H -3.27017 -7.91086 9.34139 0.0 0.0 0.0
H -1.72803 -6.21335 10.13139 0.0 -0.1 0.0
H -3.09147 -5.32120 9.43116 0.0 0.0 0.0
Br 2.02706 -1.70482 2.29916 0.1 -1.4 0.2
C 0.29128 -1.24120 3.05374 0.1 0.2 -0.2
C 0.43425 -0.49179 4.35209 -0.1 -0.2 0.2
Br 0.90149 -1.69803 5.80326 0.1 0.0 0.0
H -0.26464 -2.16747 3.15740 0.0 0.0 0.0
H -0.18831 -0.61648 2.30116 0.0 0.0 0.1
H -0.51537 -0.04614 4.64207 0.0 0.0 -0.1
H 1.19772 0.28044 4.32012 -0.1 -0.1 0.0
Br 7.69436 5.69029 9.81061 0.0 0.1 0.0
C 5.92713 6.47375 10.03317 0.1 -0.3 0.0
C 5.24665 6.68389 8.70726 -0.1 0.2 0.0
Br 5.96765 8.23483 7.77372 0.0 -0.1 -0.1
H 6.05785 7.39415 10.59401 0.0 0.0 -0.1
H 5.37150 5.75887 10.63686 0.0 0.0 -0.1
H 4.19028 6.90306 8.84975 0.0 0.0 0.0
H 5.34958 5.83599 8.03718 0.0 0.0 0.1
Br -3.73757 -3.04100 -7.08441 0.1 0.1 0.0
C -2.21903 -4.19533 -7.48580 -0.1 0.0 -0.1
C -2.43989 -5.60114 -6.99509 0.2 -0.1 0.1
Br -2.19527 -5.73742 -5.06412 -0.1 0.1 -0.1
H -1.34188 -3.72541 -7.04735 0.0 -0.1 0.0
H -2.13227 -4.18128 -8.57070 0.0 -0.1 0.0
H -1.69735 -6.27131 -7.42350 0.0 0.0 0.0
H -3.43398 -5.98001 -7.21191 0.0 0.1 0.0
Br 6.60490 7.62838 -6.30840 -0.1 0.0 0.1
C 5.76294 5.88198 -6.46283 0.2 0.1 -0.1
C 4.59591 5.91421 -7.41448 -0.2 -0.1 0.1
Br 3.03955 6.75062 -6.59680 0.0 0.0 -0.3
H 5.48327 5.57652 -5.45823 -0.1 0.0 0.0
H 6.54177 5.22045 -6.83720 -0.1 0.0 0.0
H 4.27955 4.90344 -7.66474 0.0 0.0 0.0
H 4.80517 6.46187 -8.32816 0.1 0.0 0.1
Br -1.53622 3.07227 -1.39318 -0.1 -0.1 0.0
C -2.95694 3.24298 -2.70750 0.3 0.0 0.0
C -3.58723 4.60927 -2.66545 -0.3 0.0 0.0
Br -4.78619 4.79069 -1.14414 0.1 0.0 0.0
H -3.66422 2.44495 -2.51366 -0.1 0.1 0.0
H -2.47556 3.07359 -3.66995 0.0 0.0 0.0
H -4.21178 4.76956 -3.54235 0.0 0.0 0.0
H -2.85748 5.40995 -2.59180 0.0 -0.1 0.0



Entry 6:
20
Properties=species:S:1:pos:R:3:forces:R:3 method="wB97M-V/def2-TZVPD" e_tot_ev=-6448.2952 fmax_ev_per_a=1.82 lumo_energy_ev=1.16 smiles=CCCC(C)C e_above_lowest_kj_mol=107.5 homo_ev=-10.49 total_charge=0
C 0.25700 2.12854 -1.18367 0.1 0.4 -0.1
C 1.08595 0.83973 -1.00736 0.5 0.4 0.6
C 0.24908 -0.41180 -0.75158 0.1 -0.7 -1.7
C -0.41171 -0.45857 0.62472 -0.7 -0.8 0.1
C -1.76399 -1.15908 0.71629 -0.4 -1.1 -0.3
C 0.62634 -1.00974 1.60166 1.1 -0.4 0.0
H -0.82288 2.01659 -1.26229 -0.1 -0.5 -0.3
H 0.36654 2.82643 -0.34734 0.3 -0.1 -0.1
H 0.61112 2.64376 -2.07879 -0.2 0.2 0.1
H 1.77332 1.08728 -0.19314 0.0 -0.5 0.2
H 1.76531 0.69691 -1.85222 -0.3 -0.1 -0.2
H 0.77310 -1.36771 -0.95030 0.6 0.5 0.7
H -0.34482 -0.48555 -1.68478 -1.0 0.4 0.8
H -0.76789 0.54718 0.88406 1.1 0.2 0.3
H -2.47555 -0.51727 0.18614 -0.2 -0.4 0.2
H -2.11449 -1.36307 1.75008 0.3 0.7 -0.4
H -1.79915 -2.17272 0.28481 0.2 0.3 -0.3
H 1.47794 -0.33017 1.52044 -0.1 0.4 1.2
H 0.26693 -1.31617 2.59139 0.0 1.2 0.1
H 1.20889 -1.92731 1.37732 -1.0 -0.1 -1.1



Entry 7:
13
Properties=species:S:1:pos:R:3:forces:R:3 method="wB97M-V/def2-TZVPD" e_tot_ev=-7779.1188 fmax_ev_per_a=5.36 lumo_energy_ev=-3.75 e_above_lowest_kj_mol=370.5 homo_ev=-15.54 total_charge=+1
C -1.65308 -0.10494 0.27729 0.9 0.6 1.0
C 1.04307 -0.04595 -0.19133 2.5 -2.0 -4.3
N -0.21774 0.53221 0.40516 0.0 2.8 1.3
O 1.37377 -1.39627 0.03828 -1.1 1.5 -0.5
O 2.03613 0.86551 0.19799 0.4 -2.0 0.9
H -2.37333 0.44766 0.89016 0.6 0.5 -0.1
H -1.98665 -0.04091 -0.74919 0.3 -0.4 -0.2
H -1.64681 -1.08208 0.75098 0.4 -0.3 -0.6
H 1.03984 -0.13753 -1.77686 -0.6 0.6 4.7
H -0.19041 1.52281 -0.06041 -0.5 -2.0 0.9
H 0.09466 0.82405 1.44279 -1.1 -1.1 -2.4
H 1.50794 -1.71732 0.93806 -0.1 0.5 0.5
H 2.82415 0.32946 0.56460 -1.6 1.2 -1.0



Entry 8:
23
Properties=species:S:1:pos:R:3:forces:R:3 method="wB97M-V/def2-TZVPD" e_tot_ev=-19800.1023 fmax_ev_per_a=4.26 lumo_energy_ev="-3.38 / -3.38" e_above_lowest_kj_mol=372.7 homo_ev="-11.84 / -11.84" total_charge=+1
C -1.20196 1.99304 1.22174 -1.4 -2.7 1.0
C 1.40563 -1.45632 -2.86821 -0.2 -0.5 -0.8
C -1.96048 1.06380 0.22391 2.1 1.8 -0.3
C 1.61985 -1.47177 -1.72117 0.2 -0.2 3.8
C -3.40176 0.83658 0.36938 0.2 1.2 -2.6
C 1.13437 -1.76888 0.79242 2.9 2.7 1.0
C 2.21474 0.14354 -0.28384 -0.4 3.4 -0.4
N 2.02400 -1.28036 -0.36739 0.2 -2.3 0.1
S -1.04676 0.50266 -1.03104 -1.1 -0.2 0.4
H -1.11577 1.29294 2.13136 0.0 1.2 -0.8
H -0.22447 2.17374 0.84485 0.7 0.3 -0.2
H -1.70222 2.89957 1.55356 -0.2 -0.1 -0.2
H 1.22976 -1.79243 -3.81254 -0.5 -0.1 -2.3
H -3.94401 1.62530 -0.22755 0.6 -0.4 0.6
H -3.65160 -0.04964 -0.14330 -0.5 -1.3 -0.3
H -3.74381 0.87429 1.33715 -0.8 0.0 2.3
H 0.41149 -1.02275 0.90537 -1.1 1.1 0.3
H 0.69957 -2.62788 0.55410 -1.6 -3.8 -1.1
H 1.77586 -1.85928 1.71265 -0.5 0.2 -1.1
H 2.45661 0.66679 0.60788 0.8 -0.9 1.6
H 2.89025 0.48162 -1.02652 0.9 0.0 -0.7
H 1.27304 0.70012 -0.50422 0.2 -1.2 -0.3
H 2.85765 -1.92467 -0.26861 -0.4 1.5 -0.1